Entry one
Below is C32H43HgN6O10SSi as an isolated structure, with properties calculated with the ωB97M-V functional and the def2-TZVPD basis.

Results
E_HOMO (spin up / spin down) = 0.484 / -1.762 eV
Multiplicity = 2
Net charge = -2
HOMO-LUMO gap (spin up / spin down) = 3.72 / 5.97 eV

CARTESIAN COORDINATES (ANGSTROEM)
Hg  1.574  -0.623  0.884
S  2.153  -2.853  1.892
Si  -1.704  -0.403  -1.547
O  2.963  1.250  -0.287
O  -3.211  -0.132  -0.891
O  5.806  0.880  -0.174
O  -1.702  0.847  -2.641
O  2.662  3.255  0.368
O  0.550  -2.184  -3.176
O  0.971  -3.228  -1.227
O  -0.516  -0.618  -0.574
O  -1.909  -1.827  -2.487
O  4.931  -0.802  0.996
N  0.378  1.422  1.700
N  1.696  -0.260  3.246
N  3.222  -1.396  -1.187
N  2.595  -1.038  3.884
N  3.904  -2.915  3.908
N  3.367  2.455  -0.209
C  -0.714  3.017  -2.955
C  1.758  1.525  8.046
C  1.316  -2.531  -2.137
C  3.247  -1.780  -3.545
C  2.677  -1.901  -2.281
C  4.386  -1.004  -3.673
C  4.985  -0.207  -0.037
C  1.787  2.319  5.772
C  2.903  -2.148  3.301
C  1.228  0.031  6.230
C  -3.449  -1.249  -4.293
C  1.194  0.811  3.857
C  -1.037  1.413  -4.854
C  1.393  1.062  5.295
C  0.430  1.703  3.033
C  -0.914  3.386  1.286
C  -2.446  -3.527  -4.047
C  4.349  -0.688  -1.305
C  -5.128  -0.153  0.489
C  4.931  -0.427  -2.541
C  -0.691  1.531  -3.363
C  -3.609  -0.341  0.458
C  0.700  0.942  -3.145
C  -2.949  0.692  1.372
C  -0.943  3.656  2.660
C  -0.296  2.815  3.532
C  -2.979  -2.307  -3.292
C  -4.157  -2.746  -2.419
C  -0.265  2.234  0.880
C  1.958  2.548  7.128
C  -3.228  -1.744  0.949
C  1.401  0.263  7.584
H  -3.384  -1.824  2.025
H  -1.707  3.265  -2.579
H  0.727  -0.091  -3.505
H  -5.613  -0.873  -0.174
H  -3.155  1.702  1.017
H  -1.056  0.359  -5.133
H  -4.977  -3.117  -3.039
H  4.833  -0.848  -4.647
H  5.811  0.198  -2.599
H  -2.048  -4.257  -3.339
H  -0.285  1.923  -5.460
H  -3.816  -2.513  0.445
H  -1.869  0.537  1.367
H  -4.497  -1.895  -1.835
H  -0.356  2.985  4.597
H  4.345  -3.538  3.249
H  1.252  -0.545  8.292
H  1.976  3.111  5.059
H  1.449  1.527  -3.684
H  -3.833  -3.536  -1.740
H  -1.641  -3.235  -4.725
H  -4.353  -1.588  -4.804
H  1.891  1.707  9.107
H  4.559  -2.335  4.414
H  -0.489  3.662  -3.808
H  2.255  3.533  7.473
H  -3.651  -0.313  -3.772
H  0.958  0.933  -2.088
H  2.780  -2.247  -4.399
H  -1.397  4.032  0.564
H  -5.510  -0.289  1.503
H  5.252  1.619  -0.499
H  -3.248  -3.991  -4.626
H  -2.172  -1.914  0.727
H  0.946  -0.951  5.876
H  0.013  3.224  -2.171
H  -3.318  0.586  2.395
H  -2.019  1.848  -5.057
H  -2.671  -1.068  -5.036
H  -0.289  1.923  -0.156
H  -0.399  -2.099  -2.879
H  -1.485  4.517  3.038
H  -5.378  0.852  0.144

These are the Löwdin partial charges, in e, on atoms 1 to 6: Hg 1.009; S 0.500; Si 0.045; O -0.237; O -0.114; O 0.043



Entry two
Below is C32H43HgN6O10SSi as an isolated structure, with properties calculated with the ωB97M-V functional and the def2-TZVPD basis.

Results
E_HOMO (spin up / spin down) = -0.473 / -2.015 eV
Multiplicity = 2
Net charge = -2
HOMO-LUMO gap (spin up / spin down) = 4.89 / 6.43 eV

CARTESIAN COORDINATES (ANGSTROEM)
Hg  -0.721  0.590  -0.958
S  -2.879  2.549  -2.760
Si  1.782  -0.251  1.826
O  3.136  -1.067  1.305
O  2.349  0.980  2.817
O  -4.525  -0.857  1.471
O  -0.804  5.085  0.401
O  0.773  0.681  -2.627
O  -0.124  3.208  -0.509
O  0.719  0.231  0.793
O  2.458  1.314  -3.678
O  -2.728  -0.938  0.128
O  1.315  -1.473  2.861
N  -2.046  -0.420  -2.739
N  -2.206  1.788  0.649
N  -5.133  1.159  -2.719
N  1.709  1.539  -2.743
N  -3.279  -0.092  -3.083
N  -0.178  -1.893  -1.452
C  -3.431  -0.255  0.870
C  2.046  2.363  2.748
C  3.800  0.111  -0.720
C  0.015  -3.075  4.008
C  2.876  3.040  3.845
C  -3.035  -1.476  -6.829
C  -3.927  3.073  2.434
C  0.763  -2.578  -0.820
C  -2.529  -0.998  -5.632
C  -1.964  -1.865  -4.692
C  5.153  0.271  1.389
C  0.404  -0.812  4.989
C  -0.916  3.746  0.204
C  1.676  -3.383  -2.863
C  0.704  -2.662  -3.529
C  1.678  -3.387  -1.476
C  -4.137  1.766  2.133
C  -2.041  3.071  0.925
C  -3.758  1.105  -2.817
C  -0.258  -1.971  -2.787
C  -2.431  -3.707  -6.201
C  0.178  -1.585  3.682
C  -2.858  3.769  1.823
C  -1.089  -1.081  2.987
C  -3.252  1.111  1.221
C  5.027  -1.888  0.152
C  -1.925  -3.229  -5.003
C  -2.997  -2.834  -7.119
C  2.419  2.958  1.388
C  0.557  2.610  3.010
C  4.240  -0.630  0.542
C  -1.441  -1.348  -3.411
H  3.079  -0.489  -1.276
H  3.304  1.047  -0.462
H  -0.512  -0.783  5.585
H  2.206  4.028  1.366
H  4.456  -2.470  -0.570
H  0.800  -2.472  0.258
H  -5.546  2.043  -2.953
H  -2.707  4.812  2.071
H  5.623  -0.312  2.185
H  5.932  0.728  0.775
H  -4.519  -1.756  1.126
H  2.381  -3.979  -0.908
H  -1.563  5.397  0.904
H  0.274  2.265  4.007
H  -2.382  -4.768  -6.420
H  5.195  -2.497  1.042
H  2.426  -3.931  -3.421
H  4.654  0.328  -1.364
H  -4.947  1.197  2.565
H  2.669  4.113  3.869
H  -1.157  -1.517  1.990
H  0.690  -2.613  -4.608
H  -3.459  -0.785  -7.548
H  -0.016  2.055  2.267
H  -0.802  -3.229  4.717
H  -0.197  -3.629  3.092
H  0.942  -3.457  4.440
H  3.482  2.808  1.186
H  1.841  2.468  0.607
H  0.329  3.675  2.928
H  0.718  0.203  4.752
H  -5.621  0.333  -3.031
H  5.991  -1.620  -0.289
H  -1.983  -1.339  3.560
H  -3.400  -3.207  -8.053
H  1.197  -1.286  5.573
H  -2.541  0.063  -5.423
H  3.940  2.889  3.653
H  -4.574  3.591  3.134
H  4.544  1.045  1.850
H  -1.047  0.001  2.859
H  -1.500  -3.920  -4.288
H  2.636  2.607  4.818

These are the Löwdin partial charges, in e, on atoms 1 to 6: Hg 1.153; S 0.485; Si 0.027; O -0.099; O -0.112; O 0.035



entry one (5.5 kJ/mol below the next structure)



Entry one
Below is a single C9H15NO molecule, with properties calculated with the ωB97M-V functional and the def2-TZVPD basis.

Results
E_HOMO = -9.167 eV
Multiplicity = 1
SMILES = C#C[C@@H](C)O/C=N/C(C)(C)C
HOMO-LUMO gap = 10.06 eV

CARTESIAN COORDINATES (ANGSTROEM)
O  -1.537  0.922  0.991
N  0.494  0.095  0.655
C  2.501  1.412  -0.082
C  -2.758  0.179  0.499
C  -3.064  0.925  -0.716
C  2.590  -0.634  1.213
C  -3.464  1.274  -1.823
C  1.685  -0.930  -1.066
C  1.786  -0.021  0.139
C  -2.807  -1.391  0.411
C  -0.409  0.831  0.258
H  0.634  -0.912  -1.355
H  2.375  -0.242  2.287
H  -3.791  -1.824  0.466
H  -2.352  -1.925  -0.428
H  2.182  -1.671  1.437
H  1.895  2.161  -0.571
H  2.116  -0.460  -1.989
H  2.995  1.833  0.752
H  -3.405  0.445  1.413
H  -0.475  1.439  -0.700
H  -3.934  1.594  -2.699
H  2.007  -1.881  -0.894
H  3.411  1.188  -0.733
H  3.656  -0.563  1.193
H  -2.331  -1.842  1.343

These are the natural (NBO) partial charges, in e, on atoms 1 to 6: O -0.532; N -0.443; C -0.616; C 0.017; C -0.030; C -0.606



Entry two
Below is a 2-piece molecular cluster, C9H15NO overall, with properties calculated with the ωB97M-V functional and the def2-TZVPD basis.

Results
E_HOMO (spin up / spin down) = -7.781 / -7.762 eV
Multiplicity = 1
HOMO-LUMO gap (spin up / spin down) = 7.86 / 8.11 eV

CARTESIAN COORDINATES (ANGSTROEM)
O  0.022  -2.414  -1.683
N  1.023  -1.460  0.345
C  -1.303  -1.303  3.141
C  -0.170  -0.660  0.125
C  0.827  1.573  -0.467
C  -2.915  -1.982  1.210
C  -1.866  -1.525  1.818
C  0.165  -1.692  -0.747
C  1.008  1.322  -1.962
C  2.270  1.996  -2.489
C  -0.366  0.809  0.125
H  1.969  -1.106  0.259
H  3.155  1.584  -2.004
H  -1.272  1.036  -0.442
H  -2.998  -2.017  0.137
H  1.059  0.246  -2.155
H  -3.777  -2.365  1.752
H  -0.681  -2.154  3.426
H  -2.100  -1.178  3.885
H  2.365  1.845  -3.562
H  1.740  1.291  0.067
H  0.137  1.705  -2.499
H  -0.679  -0.409  3.155
H  0.671  2.642  -0.297
H  2.236  3.066  -2.292
H  -0.522  1.151  1.155

These are the natural (NBO) partial charges, in e, on atoms 1 to 6: O -0.535; N -0.643; C -0.723; C 0.118; C -0.388; C -0.518



entry one (52.1 kJ/mol below the next structure)



Entry one
Below is a 4-piece molecular cluster, CH12N2O3 overall, with properties calculated with the ωB97M-V functional and the def2-TZVPD basis.

Results
E_HOMO = -9.103 eV
Multiplicity = 1
SMILES = NCN.O.O.O
HOMO-LUMO gap = 9.77 eV

CARTESIAN COORDINATES (ANGSTROEM)
O  1.250  -0.826  2.276
O  -1.449  -0.441  2.594
O  -1.356  -1.723  -3.994
N  -0.934  1.503  0.125
N  1.099  0.124  -0.432
C  0.454  1.455  -0.262
H  1.043  2.060  0.493
H  -1.786  -2.083  -3.211
H  2.023  -1.381  2.251
H  -1.111  1.001  0.957
H  1.168  -0.518  1.350
H  -1.283  2.455  0.346
H  -0.747  -0.231  3.209
H  0.663  2.034  -1.304
H  -1.033  -1.062  1.981
H  2.078  0.375  -0.584
H  -1.014  -2.478  -4.475
H  0.934  -0.266  -1.323

These are the natural (NBO) partial charges, in e, on atoms 1 to 6: O -0.996; O -0.956; O -0.940; N -0.865; N -0.857; C -0.038



Entry two
Below is a 4-piece molecular cluster, CH12N2O3 overall, with properties calculated with the ωB97M-V functional and the def2-TZVPD basis.

Results
E_HOMO = -9.604 eV
Multiplicity = 1
SMILES = NCN.O.O.O
HOMO-LUMO gap = 10.17 eV

CARTESIAN COORDINATES (ANGSTROEM)
O  1.654  -1.134  -0.589
O  -3.017  -5.124  1.980
O  2.090  -1.409  3.294
N  0.466  1.946  -0.837
N  -1.239  3.279  -2.291
C  -0.133  3.303  -1.228
H  -3.277  -5.770  1.342
H  -0.729  2.733  -2.901
H  -0.259  3.800  -0.219
H  0.211  1.210  -1.578
H  1.274  -1.028  -1.548
H  -2.022  2.620  -2.142
H  2.124  -0.355  -0.324
H  2.246  -1.697  2.337
H  2.574  -2.052  3.835
H  -2.619  -5.682  2.656
H  -0.183  1.694  -0.008
H  0.838  3.665  -1.781

These are the natural (NBO) partial charges, in e, on atoms 1 to 6: O -0.959; O -0.926; O -0.947; N -0.855; N -0.819; C -0.077



Entry three
Below is a 4-piece molecular cluster, CH12N2O3 overall, with properties calculated with the ωB97M-V functional and the def2-TZVPD basis.

Results
E_HOMO = -8.970 eV
Multiplicity = 1
SMILES = NCN.O.O.O
HOMO-LUMO gap = 9.51 eV

CARTESIAN COORDINATES (ANGSTROEM)
O  -1.097  1.773  3.611
O  4.487  1.323  -1.395
O  0.621  2.668  -3.336
N  -0.615  -0.856  -0.337
N  -1.715  -2.506  1.219
C  -0.709  -2.265  0.146
H  0.386  2.631  -4.262
H  4.954  0.551  -1.764
H  -0.503  -0.219  0.436
H  3.554  1.106  -1.409
H  -1.446  2.544  4.045
H  -0.130  2.525  -2.764
H  -1.336  -2.171  2.097
H  0.288  -2.425  0.542
H  -2.618  -2.087  1.056
H  -1.412  -0.624  -0.919
H  -1.653  0.984  3.676
H  -1.054  -2.950  -0.640

These are the natural (NBO) partial charges, in e, on atoms 1 to 6: O -0.958; O -0.942; O -0.949; N -0.860; N -0.859; C -0.062



entry one (18.4 kJ/mol below the next structure)